# 1
DFT (the ωB97M-V functional and the def2-TZVPD basis) results for a molecular structure, C60H67N5O2SW.

Summary:
Kohn-Sham gap (alpha / beta)	0.18940 / 0.18928	hartree
energy	-3215.65770	Eh
net charge	+2

Atoms and positions in Å:
W -0.356 0.312 0.483
C -4.572 1.586 1.143
C -4.637 1.421 2.523
C -3.461 1.328 3.242
C -2.256 1.355 2.559
N -2.198 1.389 1.208
C -3.341 1.547 0.529
C -0.930 1.452 3.174
C -0.686 1.765 4.496
C 0.618 2.003 4.903
C 1.644 1.895 3.984
C 1.349 1.533 2.680
N 0.076 1.354 2.277
C 2.310 1.359 1.602
C 3.684 1.518 1.737
C 4.492 1.428 0.624
C 3.892 1.219 -0.615
C 2.532 1.036 -0.669
N 1.741 1.057 0.413
H -5.467 1.721 0.554
H -5.595 1.384 3.023
H -3.477 1.237 4.319
H -3.244 1.633 -0.546
H -1.506 1.855 5.194
H 0.825 2.292 5.924
H 2.665 2.086 4.280
H 4.108 1.717 2.711
H 5.565 1.534 0.709
H 4.477 1.196 -1.523
H 2.034 0.867 -1.614
C 2.529 -6.926 1.264
C 2.286 -5.911 0.144
C 3.611 -5.670 -0.596
C 1.255 -6.506 -0.832
C 1.746 -4.585 0.663
C 1.459 -3.576 -0.239
C 0.929 -2.380 0.229
N 0.668 -1.238 -0.471
C 0.210 -1.195 -1.844
C 1.152 -0.969 -3.010
C 0.588 -0.908 -4.214
C -1.952 -0.142 -3.876
C -2.743 -0.456 -2.578
C -1.996 -0.343 -1.467
O -2.089 -0.706 -0.170
C -4.209 -0.837 -2.684
C -5.029 0.429 -2.988
C -4.458 -1.850 -3.815
C -4.711 -1.456 -1.376
C 1.407 -0.602 -5.469
C 0.528 -0.291 -6.683
C 2.306 0.622 -5.218
C 2.295 -1.815 -5.793
C 0.629 -2.204 1.598
O 0.012 -1.039 1.829
C 1.025 -3.165 2.548
C 1.550 -4.338 2.035
C 0.933 -2.909 4.054
C 1.443 -4.094 4.871
C 1.824 -1.696 4.375
C -0.519 -2.618 4.468
H 2.896 -7.855 0.829
H 1.607 -7.153 1.802
H 3.282 -6.574 1.972
H 3.995 -6.616 -0.979
H 4.358 -5.244 0.076
H 3.483 -4.994 -1.442
H 1.589 -7.491 -1.160
H 1.128 -5.881 -1.717
H 0.284 -6.620 -0.347
H 1.662 -3.683 -1.297
H 2.211 -0.843 -2.822
H -2.667 -0.067 -4.690
H -4.665 0.943 -3.880
H -4.993 1.132 -2.152
H -6.072 0.155 -3.161
H -4.315 -1.413 -4.804
H -5.491 -2.199 -3.762
H -3.809 -2.719 -3.712
H -4.519 -0.806 -0.524
H -4.217 -2.411 -1.187
H -5.786 -1.633 -1.440
H -0.172 0.523 -6.472
H -0.035 -1.161 -7.021
H 1.161 0.021 -7.514
H 1.706 1.495 -4.950
H 2.870 0.856 -6.121
H 3.025 0.433 -4.419
H 1.693 -2.707 -5.972
H 2.981 -2.023 -4.971
H 2.884 -1.615 -6.690
H 1.834 -5.108 2.734
H 2.494 -4.297 4.660
H 0.861 -4.997 4.682
H 1.360 -3.860 5.933
H 2.862 -1.903 4.108
H 1.782 -1.469 5.443
H 1.493 -0.820 3.821
H -1.154 -3.482 4.267
H -0.925 -1.765 3.928
H -0.562 -2.403 5.538
C 0.038 7.691 3.061
C 0.044 6.166 2.932
C -1.183 5.620 3.679
C 1.326 5.633 3.594
C 0.032 5.700 1.478
C 0.205 6.598 0.416
C 0.226 6.175 -0.897
C 0.069 4.824 -1.157
S 0.019 4.032 -2.700
C -0.242 2.537 -1.899
N -0.259 2.572 -0.578
C -0.098 3.888 -0.126
C -0.118 4.348 1.191
C -0.575 1.308 -2.565
C -1.274 1.183 -3.692
C -0.895 -1.290 -4.306
C -1.103 -2.497 -3.430
C -0.627 -2.425 -2.205
C -0.599 0.161 -1.634
H 0.005 7.962 4.117
H -0.836 8.129 2.578
H 0.939 8.136 2.639
H -1.164 5.972 4.711
H -1.202 4.528 3.700
H -2.105 5.974 3.216
H 1.369 5.959 4.635
H 2.209 6.012 3.078
H 1.356 4.543 3.572
H 0.313 7.654 0.614
H 0.354 6.882 -1.706
H -0.279 3.642 1.989
H -1.452 2.004 -4.378
H -1.127 -1.539 -5.337
H -1.669 -3.342 -3.800
H -0.778 -3.189 -1.455

=====

# 2
DFT (the ωB97M-V functional and the def2-TZVPD basis) results for C11H19N in the gas phase.

Summary:
Kohn-Sham gap	0.36567	hartree
energy	-485.19240	Eh

Atoms and positions in Å:
C -0.481 -0.764 1.660
C -0.039 0.250 0.631
C 0.727 1.356 1.348
C 2.133 0.922 1.092
C 2.254 0.650 -0.358
C 0.943 -0.108 -0.517
C 0.109 -0.026 -1.758
C -0.955 -1.113 -1.647
C -2.095 -0.668 -0.699
C -1.414 0.613 -0.158
C -0.835 1.295 -1.404
H -0.537 -2.704 2.090
H 0.688 -2.197 1.081
H -1.574 -0.524 1.866
H 0.021 -0.558 2.590
H 0.427 1.368 2.415
H 0.443 2.329 0.972
H 2.797 1.803 1.552
H 2.415 0.180 1.693
H 2.162 1.580 -1.009
H 3.206 0.135 -0.591
H 1.157 -1.324 -0.310
H 0.462 0.096 -2.767
H -0.394 -2.049 -1.166
H -1.457 -1.300 -2.607
H -3.079 -0.400 -1.032
H -2.171 -1.428 0.197
H -2.092 1.197 0.347
H -1.630 1.541 -2.166
H -0.453 2.284 -1.173
N -0.354 -2.067 1.268

=====

# 3
DFT (the ωB97M-V functional and the def2-TZVPD basis) results for C16H21N3O3S in the gas phase.

Summary:
Kohn-Sham gap	0.30880	hartree
energy	-1410.42462	Eh

Atoms and positions in Å:
C -0.356 -1.429 0.073
C 0.860 -0.600 -0.048
C -1.466 -0.698 0.985
C -2.441 0.157 0.234
C -2.078 1.368 -0.322
C -3.837 -0.031 0.009
C -4.293 1.182 -0.675
C -4.831 -1.039 0.218
C -5.652 1.291 -0.949
C -6.156 -0.994 -0.222
C -6.564 0.266 -0.803
C 3.283 -0.712 -0.426
C 4.303 -1.543 -1.096
C 3.983 -0.103 0.906
C 4.970 1.163 0.699
C 2.861 2.975 0.436
H -0.186 -2.660 1.718
H -0.640 -3.373 0.399
H -0.902 -1.716 -0.929
H -1.009 -0.144 1.727
H -1.878 -1.563 1.531
H -1.175 1.808 -0.610
H -3.229 2.960 -1.114
H -4.314 -1.937 0.736
H -6.079 2.311 -1.251
H -6.840 -1.909 -0.010
H -7.560 0.287 -1.213
H 1.938 -2.315 -0.516
H 3.116 0.223 -1.078
H 3.065 0.216 1.487
H 4.425 -0.814 1.545
H 5.106 1.586 1.756
H 5.936 0.737 0.447
H 2.829 3.993 0.016
H 3.089 3.104 1.474
H 1.980 2.268 0.202
H 6.011 -1.672 -1.818
N 0.021 -2.718 0.635
N -3.183 1.974 -0.804
N 1.975 -1.304 -0.307
O 0.815 0.596 0.087
O 4.325 -2.790 -1.074
O 5.370 -0.866 -1.649
S 4.407 2.464 -0.406

=====

# 4
DFT (the ωB97M-V functional and the def2-TZVPD basis) results for C6H10N2 in the gas phase.

Summary:
Kohn-Sham gap	0.32400	hartree
energy	-343.92887	Eh

Atoms and positions in Å:
C -1.009 -1.009 0.829
C -0.013 -0.452 -0.380
C 1.312 -0.868 -0.019
C 1.490 0.374 0.883
C 0.407 0.992 -0.212
C -1.168 -0.199 -1.365
H -1.904 -0.361 1.050
H -1.264 -2.006 0.411
H -0.339 -1.325 1.688
H 1.340 -1.824 0.317
H 1.817 -0.761 -1.044
H 1.025 0.197 1.835
H 2.503 0.958 0.925
H 1.122 1.463 -1.042
H -0.946 2.833 -0.332
H -2.032 -0.855 -1.893
N -0.848 1.743 -0.376
N -1.492 1.099 -1.274

=====

# 5
DFT (the ωB97M-V functional and the def2-TZVPD basis) results for C3H6ClNO2S in the gas phase.

Summary:
Kohn-Sham gap	0.35625	hartree
energy	-1181.27899	Eh

Atoms and positions in Å:
C -1.982 1.868 0.272
C -1.347 0.971 0.968
C 1.915 -1.552 -0.275
N 1.240 -0.221 0.121
O -0.894 -1.625 0.460
O -0.750 -0.027 -1.949
S -0.481 -0.331 -0.051
Cl 1.984 1.170 -0.459
H -2.697 2.475 0.857
H -1.990 1.841 -0.784
H -1.099 0.696 1.906
H 2.198 -1.684 -1.304
H 2.848 -1.383 0.285
H 1.054 -2.200 -0.049

=====

# 6
DFT (the ωB97M-V functional and the def2-TZVPD basis) results for a molecular structure, C38H32Cl3F5N2O4S3SiW.

Summary:
Kohn-Sham gap (alpha / beta)	0.24941 / 0.23879	hartree
2S+1	3
energy	-5308.43085	Eh

Atoms and positions in Å:
W -0.028 -1.002 -0.688
S -1.960 0.461 1.845
C -2.883 -1.784 -0.723
N -1.772 -2.170 -0.764
C -6.259 0.865 -0.092
C -7.538 1.168 0.351
C -8.405 1.733 -0.588
C -8.026 1.929 -1.928
C -6.745 1.621 -2.397
C -5.932 1.253 -1.358
S -2.302 1.967 0.719
H -7.888 0.911 1.343
H -9.392 2.052 -0.275
H -8.726 2.365 -2.629
H -6.457 1.694 -3.435
C 3.853 1.285 0.994
Si 1.983 1.065 1.260
C 1.260 2.463 0.279
C 1.593 1.355 3.063
N 1.371 -0.563 0.761
C 1.848 -1.577 1.618
C 3.029 -1.507 2.375
C 3.414 -2.544 3.208
C 2.648 -3.697 3.311
C 1.487 -3.799 2.565
C 1.122 -2.747 1.746
O -0.004 -2.809 0.933
C -1.128 -3.379 1.580
C -1.568 -2.824 2.766
C -2.671 -3.383 3.393
C -3.311 -4.478 2.830
C -2.846 -5.018 1.639
C -1.740 -4.471 1.004
H 4.028 2.074 0.263
H 4.388 0.397 0.660
H 4.309 1.604 1.936
H 2.039 3.230 0.223
H 0.403 2.902 0.765
H 0.981 2.208 -0.739
H 1.848 2.393 3.296
H 2.145 0.707 3.743
H 0.527 1.225 3.256
H 3.657 -0.634 2.323
H 4.328 -2.448 3.779
H 2.951 -4.508 3.958
H 0.862 -4.680 2.615
H -1.064 -1.960 3.182
H -3.030 -2.957 4.320
H -4.172 -4.912 3.321
H -3.347 -5.868 1.196
H -1.366 -4.863 0.070
O 1.804 -0.162 -1.811
S 3.313 -0.331 -1.786
C 3.848 -1.252 -3.216
C 4.515 -2.443 -2.975
C 4.924 -3.219 -4.050
C 4.654 -2.800 -5.344
C 3.989 -1.600 -5.574
C 3.587 -0.816 -4.508
C 3.876 1.274 -2.332
C 2.955 2.227 -2.724
C 3.421 3.470 -3.137
C 4.781 3.738 -3.150
C 5.692 2.767 -2.748
C 5.241 1.526 -2.333
H 4.697 -2.765 -1.957
H 5.441 -4.153 -3.875
H 4.959 -3.413 -6.182
H 3.781 -1.280 -6.586
H 3.065 0.118 -4.673
H 1.900 1.990 -2.710
H 2.714 4.227 -3.448
H 5.136 4.708 -3.472
H 6.752 2.980 -2.755
H 5.942 0.762 -2.017
Cl -1.480 3.681 1.701
C -2.847 0.683 -2.169
Cl -3.199 0.657 -3.839
Cl -4.324 0.569 -0.880
C -1.582 0.686 -1.730
O -1.391 1.754 -0.568
O -0.433 0.376 -2.224
F 0.089 -3.903 -1.554
C 0.568 -2.694 -1.975
F 1.936 -2.848 -1.955
C 0.157 -2.614 -3.464
F 0.800 -1.625 -4.094
F 0.443 -3.755 -4.106
F -1.155 -2.394 -3.581

=====

# 7
DFT (the ωB97M-V functional and the def2-TZVPD basis) results for C3H5FOS in the gas phase.

Summary:
Kohn-Sham gap	0.36876	hartree
energy	-690.49410	Eh

Atoms and positions in Å:
C 0.818 -1.773 0.712
C -0.117 0.411 -0.441
C -0.569 1.852 -0.409
H 1.255 -2.135 -0.326
H -0.101 -2.243 0.801
H 1.282 -1.983 1.544
H -0.384 2.237 -1.541
H -1.674 1.526 -0.570
O -0.796 -0.275 -1.359
F -0.440 2.565 0.630
S 0.725 -0.183 0.959

=====

# 8
DFT (the ωB97M-V functional and the def2-TZVPD basis) results for a molecular structure, C35H37IP2Ti.

Summary:
Kohn-Sham gap (alpha / beta)	0.22648 / 0.28808	hartree
2S+1	3
energy	-3185.63601	Eh

Atoms and positions in Å:
Ti -0.021 0.246 -0.463
C -1.781 0.834 -6.457
C -1.833 -0.474 -6.224
C -1.100 -1.517 -7.041
C 0.320 -1.136 -7.524
C 1.170 -0.294 -6.625
C 1.221 1.040 -6.640
C 0.341 1.927 -7.466
C -1.113 1.447 -7.663
C 1.394 -0.130 1.097
H -2.320 1.548 -5.823
H -2.563 -0.860 -5.501
H -1.722 -1.718 -7.934
H -1.045 -2.471 -6.485
H 0.875 -2.076 -7.702
H 0.227 -0.632 -8.496
H 1.898 -0.861 -6.050
H 2.095 1.557 -6.236
H 0.815 2.007 -8.464
H 0.322 2.949 -7.047
H -1.724 2.313 -7.981
H -1.133 0.721 -8.491
H 1.216 0.767 1.722
H 2.445 -0.198 0.754
H 1.090 -1.041 1.652
P -1.623 -0.658 -2.076
P 1.690 0.132 -2.028
C -0.484 -0.926 -3.452
C 0.835 -0.609 -3.433
C -2.616 -2.156 -1.762
C -2.885 -2.992 -2.848
C -3.611 -4.177 -2.684
C -4.044 -4.554 -1.405
C -3.748 -3.742 -0.305
C -3.030 -2.551 -0.474
C -2.813 0.666 -2.578
C -2.312 1.960 -2.779
C -3.184 3.049 -2.851
C -4.562 2.858 -2.804
C -5.067 1.557 -2.688
C -4.203 0.467 -2.543
C 3.173 -0.929 -1.771
C 2.985 -2.241 -1.304
C 4.091 -3.032 -0.983
C 5.376 -2.512 -1.149
C 5.574 -1.211 -1.623
C 4.469 -0.410 -1.924
C 2.243 1.856 -2.328
C 2.455 2.803 -1.318
C 2.871 4.084 -1.677
C 3.100 4.391 -3.023
C 2.869 3.442 -4.025
C 2.417 2.181 -3.670
H -0.894 -1.407 -4.348
H 1.466 -0.907 -4.274
H -2.498 -2.726 -3.835
H -3.831 -4.798 -3.553
H -4.616 -5.480 -1.279
H -4.085 -4.051 0.691
H -2.782 -1.931 0.395
H -1.232 2.130 -2.778
H -2.779 4.060 -2.931
H -5.240 3.712 -2.858
H -6.143 1.394 -2.691
H -4.591 -0.538 -2.368
H 1.969 -2.622 -1.166
H 3.944 -4.049 -0.615
H 6.240 -3.125 -0.912
H 6.577 -0.807 -1.775
H 4.581 0.621 -2.265
H 2.286 2.532 -0.272
H 3.041 4.837 -0.906
H 3.465 5.374 -3.300
H 3.055 3.665 -5.074
H 2.196 1.416 -4.405
I -1.086 2.445 0.375

=====

# 9
DFT (the ωB97M-V functional and the def2-TZVPD basis) results for C3H7NOS2 in the gas phase.

Summary:
Kohn-Sham gap	0.32968	hartree
energy	-1044.84322	Eh

Atoms and positions in Å:
C 3.296 0.713 0.076
C 1.496 -0.797 0.411
C -1.203 0.235 0.066
H 2.986 1.165 1.079
H 3.680 1.568 -0.576
H 4.075 -0.080 0.147
H 2.066 -1.690 0.503
H 1.461 -0.291 1.403
H 0.501 1.342 -0.400
H -0.879 2.267 0.016
N -0.464 1.368 0.054
O 2.038 0.141 -0.501
S -0.195 -1.227 -0.147
S -2.836 0.234 0.031

=====

# 10
DFT (the ωB97M-V functional and the def2-TZVPD basis) results for a molecular structure, C11H20ClNO7P2Re.

Summary:
Kohn-Sham gap (alpha / beta)	0.29623 / 0.28534	hartree
2S+1	2
energy	-2233.36647	Eh
net charge	+2

Atoms and positions in Å:
Re 0.257 -0.460 0.056
C -4.026 -0.579 -0.771
C -3.072 0.512 -1.258
O -3.693 1.494 -2.077
P -2.401 1.481 0.116
O -3.596 1.713 1.085
O -1.878 2.850 -0.422
O -1.242 0.773 0.798
P -1.736 -0.240 -2.276
O -0.636 0.911 -2.461
O -2.265 -0.885 -3.461
O -0.877 -1.167 -1.264
H -4.900 -0.120 -0.312
H -3.547 -1.237 -0.045
H -4.341 -1.185 -1.622
H -4.207 1.059 -2.774
H -3.444 1.950 2.012
H -2.502 3.365 -0.961
H -0.600 1.326 -3.335
Cl 2.251 4.039 2.590
C 2.472 2.930 1.312
C 3.565 3.014 0.457
C 3.689 2.089 -0.570
C 2.746 1.096 -0.705
N 1.678 1.024 0.118
C 1.530 1.941 1.101
H 4.301 3.796 0.596
H 4.524 2.129 -1.255
H 2.818 0.342 -1.475
H 0.641 1.881 1.714
C 1.747 -3.842 1.954
C 1.684 -2.444 1.347
C 1.693 -2.511 -0.187
C 0.407 -1.676 1.682
H 2.665 -4.349 1.657
H 0.899 -4.445 1.626
H 1.729 -3.791 3.042
H 2.547 -1.863 1.682
H 0.935 -3.182 -0.590
H 2.664 -2.801 -0.594
H 1.655 -1.500 -0.760
H 0.362 -1.132 2.630
H -0.496 -2.303 1.599

=====

# 11
DFT (the ωB97M-V functional and the def2-TZVPD basis) results for 2 unconnected molecules or ions with the total composition C3H11NS2.

Summary:
Kohn-Sham gap	0.35914	hartree
energy	-972.00821	Eh

Atoms and positions in Å:
C 0.722 -4.067 0.046
S 0.149 -5.739 0.406
S 1.690 -6.914 -0.294
H -0.165 -3.423 0.000
H 1.221 -3.960 -0.909
H 1.412 -3.748 0.823
H 2.378 -6.982 0.857
C -1.478 3.564 0.756
C -0.620 2.974 -0.360
N -0.058 4.016 -1.202
H -1.899 4.529 0.439
H -2.290 2.883 0.996
H -0.889 3.751 1.647
H 0.109 2.331 0.136
H -1.287 2.337 -0.952
H 0.288 4.784 -0.641
H 0.717 3.663 -1.749